# 1
Here is C16H20N4Pt as an isolated structure from OMol25. Energies are from ωB97M-V with the def2-TZVPD basis set.

Structure (XYZ):
```
41
Properties=species:S:1:pos:R:3:nbo_charge:R:1
Pt -0.2697 0.4606 0.3917 1.130
C -2.0270 -3.3983 -1.3363 -0.016
C -1.8300 -2.1584 -0.6562 0.162
N -0.6841 -1.5076 -0.6746 -0.453
C 0.3613 -2.0434 -1.3744 0.212
C 0.2460 -3.2855 -2.0845 -0.087
C -0.9743 -3.9664 -2.0573 -0.014
C 1.3725 -3.7907 -2.7962 0.084
C 2.5924 -3.0775 -2.8046 0.084
C 2.7123 -1.8438 -2.1014 -0.109
C 3.9037 -1.1128 -2.0939 -0.014
C 3.9330 0.0874 -1.3807 -0.019
C 2.7644 0.5266 -0.6885 0.159
N 1.6359 -0.1545 -0.6877 -0.477
C 1.5814 -1.3313 -1.3817 0.326
H -2.9975 -3.8829 -1.2823 0.311
H -2.6498 -1.7214 -0.0967 0.272
H -1.1076 -4.9096 -2.5791 0.306
H 1.2961 -4.7302 -3.3380 0.303
H 3.4431 -3.4753 -3.3526 0.303
H 4.7845 -1.4615 -2.6253 0.306
H 4.8316 0.6960 -1.3408 0.311
H 2.7919 1.4581 -0.1340 0.272
N -0.3693 0.8274 2.5268 -0.829
C -0.2289 2.2291 3.0991 -0.228
C -1.5680 2.9253 3.2696 -0.440
C -2.1914 3.5685 2.0356 -0.440
C -2.5854 2.6546 0.8886 -0.228
N -1.4013 2.2718 0.0151 -0.824
H -1.2482 0.4430 2.8796 0.424
H 0.3577 0.2410 2.9359 0.423
H 0.4597 2.7927 2.4678 0.205
H 0.2480 2.1052 4.0721 0.256
H -1.4116 3.7134 4.0086 0.287
H -2.2772 2.2365 3.7437 0.226
H -1.5485 4.3709 1.6549 0.227
H -3.1058 4.0735 2.3527 0.287
H -3.2845 3.1714 0.2298 0.256
H -3.0737 1.7402 1.2292 0.205
H -0.7558 3.0642 0.0142 0.423
H -1.7258 2.1938 -0.9483 0.423
```

LUMO level (spin up / spin down)	-15.13 / -18.70	eV
total charge	+4
multiplicity	5
expectation value of S²	6.037
Kohn-Sham gap (spin up / spin down)	6.8 / 3.6	eV
HOMO energy (spin up / spin down)	-21.899 / -22.328	eV
DFT total energy	-26075.301	eV
molar mass	463.44	Da


# 2
Here is a 3-piece molecular cluster, C16H20O7SSi overall from OMol25. Energies are from ωB97M-V with the def2-TZVPD basis set.

Structure (XYZ):
```
45
Properties=species:S:1:pos:R:3:nbo_charge:R:1
O 1.2241 -0.2477 -1.1272 -0.934
S 1.0125 1.0040 -0.4624 2.375
O 1.1354 1.0836 0.9624 -0.930
O 2.0601 2.0630 -1.0616 -0.879
C -0.5634 1.6578 -0.9643 -0.690
C -0.8905 2.9933 -0.2981 -0.419
C -2.2181 3.6605 -0.7522 -0.393
C -3.1941 2.8059 -1.5828 -0.850
Si -4.1864 1.5510 -0.5820 0.867
H 1.6816 2.5602 -1.7948 0.502
H -1.2555 0.8680 -0.6659 0.265
H -0.5411 1.6983 -2.0567 0.236
H -0.0692 3.6902 -0.4848 0.211
H -0.8991 2.8373 0.7810 0.238
H -2.7455 4.0052 0.1418 0.211
H -1.9714 4.5659 -1.3125 0.207
H -3.9307 3.4796 -2.0346 0.245
H -2.7022 2.3079 -2.4229 0.227
H -4.7295 0.4938 -1.4545 -0.140
H -5.2926 2.2319 0.1234 -0.164
H -3.2979 0.9023 0.4132 -0.180
O 0.1571 -5.5389 -3.5082 -0.483
C -0.6119 -4.6270 -3.2963 0.472
C -0.2714 -3.5278 -2.3584 -0.212
C -1.1219 -2.5320 -2.1255 -0.238
C -2.4392 -2.4701 -2.8020 0.482
O -3.2110 -1.5535 -2.6061 -0.507
C -2.7812 -3.5670 -3.7426 -0.239
C -1.9350 -4.5671 -3.9711 -0.215
H 0.7013 -3.5826 -1.8866 0.239
H -0.8839 -1.7180 -1.4539 0.239
H -3.7496 -3.4985 -4.2218 0.232
H -2.1583 -5.3791 -4.6513 0.231
O 1.5858 0.1526 4.9675 -0.489
C 2.7540 -0.0556 4.7202 0.487
C 3.7344 -0.2912 5.8125 -0.233
C 5.0175 -0.5217 5.5505 -0.232
C 5.5242 -0.5536 4.1545 0.478
O 6.6953 -0.7628 3.9191 -0.494
C 4.5444 -0.3186 3.0664 -0.238
C 3.2592 -0.0863 3.3237 -0.233
H 3.3391 -0.2634 6.8200 0.230
H 5.7518 -0.6965 6.3267 0.231
H 4.9388 -0.3465 2.0583 0.232
H 2.5339 0.0933 2.5400 0.257
```

LUMO level	-1.47	eV
SMILES	O=S(=O)(O)CCCC[SiH3].O=C1C=CC(=O)C=C1.O=C1C=CC(=O)C=C1
Kohn-Sham gap	8.5	eV
HOMO energy	-9.965	eV
DFT total energy	-49958.514	eV
molar mass	384.48	Da


# 3
Here is C16H21AuCl5N4OP as an isolated structure from OMol25. Energies are from ωB97M-V with the def2-TZVPD basis set.

Structure (XYZ):
```
49
Properties=species:S:1:pos:R:3:nbo_charge:R:1
Au 1.5922 -0.5843 0.2278 0.288
Cl 4.0852 5.3622 3.8611 -0.016
C 3.1839 4.2635 2.8608 -0.180
C 2.3013 3.3149 3.4279 -0.053
Cl 1.9956 3.2981 5.1870 -0.031
C 1.5814 2.4355 2.6651 -0.085
Cl 0.4492 1.3160 3.3469 0.014
C 1.8100 2.3074 1.2700 0.365
O 1.1505 1.5773 0.4883 -0.738
C 2.7249 3.3006 0.7038 -0.167
Cl 3.1104 3.1592 -0.9485 0.033
C 3.4148 4.2241 1.4881 -0.037
Cl 4.5079 5.3759 0.6911 -0.024
C -3.9955 -0.9283 0.6888 -0.059
N -2.5402 -1.1144 0.5377 -0.450
C -1.8890 0.0710 1.1593 -0.104
N -2.3410 1.3630 0.6326 -0.458
C -3.8094 1.4824 0.7512 -0.068
N -4.5222 0.3758 0.0980 -0.489
C -4.3234 0.4548 -1.3624 -0.521
P -2.5606 0.2194 -1.9452 0.668
C -2.1988 -1.2613 -0.8845 -0.551
C -1.9037 1.4944 -0.7648 -0.520
H -4.2260 -0.8702 1.7103 0.182
H -4.5477 -1.7026 0.1499 0.176
H -0.8094 0.0299 0.9997 0.251
H -2.0597 0.1378 2.2080 0.183
H -4.1014 2.4153 0.2907 0.175
H -4.0568 1.5993 1.8341 0.183
H -4.7437 1.3867 -1.7553 0.200
H -4.8740 -0.4127 -1.7985 0.195
H -1.0832 -1.3919 -0.9121 0.280
H -2.7036 -2.1385 -1.2736 0.201
H -2.2849 2.4457 -1.1557 0.189
H -0.8422 1.4501 -0.7304 0.268
C 3.6876 -2.4101 -1.6860 -0.652
C 2.3118 -3.0147 -1.2533 0.078
C 2.4131 -4.5600 -1.2523 -0.619
C 1.3383 -2.6751 -2.4221 -0.645
N 1.8402 -2.5857 0.0181 -1.121
H 4.3000 -3.0202 -2.3895 0.151
H 4.3466 -2.2554 -0.8149 0.208
H 3.5565 -1.4396 -2.0902 0.197
H 2.6056 -4.9474 -2.2711 0.163
H 1.4935 -4.9179 -0.8254 0.206
H 3.2143 -4.9269 -0.5972 0.185
H 1.8377 -2.9292 -3.3904 0.152
H 1.2008 -1.6024 -2.4549 0.206
H 0.3632 -3.1715 -2.3180 0.189
```

LUMO level	4.17	eV
total charge	-2
Kohn-Sham gap	3.2	eV
energy relative to the best compared isomer or geometry (same formula, charge and spin)	5.0	kcal/mol
HOMO energy	0.949	eV
DFT total energy	-100531.234	eV
molar mass	690.58	Da


# 4
Here is C16H21Cl2FO2Pt as an isolated structure from OMol25. Energies are from ωB97M-V with the def2-TZVPD basis set.

Structure (XYZ):
```
43
Properties=species:S:1:pos:R:3:nbo_charge:R:1
C -0.0442 -1.6230 -1.9269 -0.065
C 0.8446 -0.6236 -2.4134 -0.051
C 0.0944 0.5638 -2.6509 0.026
C 2.3049 -0.7914 -2.6761 -0.647
C -1.2676 0.2920 -2.3140 -0.091
C -1.3555 -1.0588 -1.8824 0.145
C -2.5788 -1.7478 -1.4254 -0.727
C 0.2893 -2.9937 -1.4919 -0.648
C 0.6248 1.8372 -3.1478 -0.654
C -2.3880 1.2321 -2.3740 -0.637
Pt 1.5588 0.4095 0.9575 1.139
Cl 2.6945 1.7689 -0.1739 -0.505
Cl 2.9624 -1.3731 1.0970 -0.580
O -0.3713 0.8873 0.7405 -1.015
H 2.6186 -1.7830 -2.3495 0.215
H 2.8942 -0.0250 -2.1646 0.228
H 2.4765 -0.7509 -3.7526 0.181
H 1.4199 2.2361 -2.4820 0.236
H -0.1757 2.5869 -3.2214 0.199
H 1.0118 1.7135 -4.1706 0.194
H -2.0252 2.2671 -2.4249 0.193
H -3.0394 1.1367 -1.4892 0.217
H -3.0249 1.0385 -3.2516 0.179
H -3.4144 -1.0515 -1.3755 0.196
H -2.4353 -2.2280 -0.4107 0.354
H -2.8445 -2.5488 -2.1372 0.193
H 1.3726 -3.1301 -1.4173 0.206
H -0.0845 -3.6956 -2.2482 0.182
H -0.1911 -3.2138 -0.5319 0.261
H -0.2704 1.8365 0.6657 0.431
O -2.4968 -2.4827 1.3986 -1.307
H -2.1856 -1.5722 1.4153 0.406
F 0.1569 1.7974 6.8549 -0.374
C 0.5456 1.4562 5.5757 0.346
C 0.9584 2.4821 4.7512 -0.323
C 1.1304 2.0871 3.3820 -0.272
C 0.9426 0.7287 3.0264 -0.191
C 0.3795 -0.2495 3.8421 -0.246
C 0.3303 0.0557 5.2143 -0.283
H 1.1307 3.4918 5.0762 0.207
H 1.3907 2.8299 2.5171 0.212
H -0.0386 -1.0936 3.3508 0.257
H 0.0996 -0.6990 6.0387 0.214
```

LUMO level (spin up / spin down)	4.73 / 4.27	eV
total charge	-2
multiplicity	5
expectation value of S²	6.025
Kohn-Sham gap (spin up / spin down)	5.1 / 4.7	eV
energy relative to the best compared isomer or geometry (same formula, charge and spin)	47.1	kcal/mol
HOMO energy (spin up / spin down)	-0.419 / -0.378	eV
DFT total energy	-52031.320	eV
molar mass	530.32	Da


# 5
Here is C16H21Cl3OSSn as an isolated structure from OMol25. Energies are from ωB97M-V with the def2-TZVPD basis set.

Structure (XYZ):
```
43
Properties=species:S:1:pos:R:3:nbo_charge:R:1
C -0.6798 0.9267 -2.1928 -0.131
C -0.8352 -0.4824 -2.4591 -0.119
C 0.4739 -1.0622 -2.4781 -0.157
C -2.0998 -1.2096 -2.7199 -0.649
C 1.4289 -0.0433 -2.1998 -0.071
C 0.7104 1.1958 -2.0305 -0.143
C 1.3313 2.5141 -1.7648 -0.619
C -1.7715 1.9244 -2.1067 -0.624
C 0.7619 -2.4966 -2.7266 -0.628
C 2.8948 -0.2184 -2.0511 -0.637
Sn -0.8230 -0.4014 1.4597 1.812
Cl -3.0402 -3.5583 0.0998 -0.970
Cl -3.0626 0.0023 0.8517 -0.417
Cl 0.8593 -1.8401 0.6786 -0.441
H -2.9537 -0.5738 -2.4744 0.193
H -2.1943 -2.0993 -2.0774 0.254
H -2.1404 -1.4992 -3.7808 0.166
H -0.0247 -3.1312 -2.2992 0.221
H 1.7146 -2.7919 -2.2767 0.182
H 0.8121 -2.6915 -3.8079 0.169
H 3.1207 -1.1185 -1.4681 0.185
H 3.3304 0.6498 -1.5462 0.184
H 3.3693 -0.3146 -3.0367 0.172
H 2.2558 2.3955 -1.1879 0.180
H 0.6419 3.1541 -1.2055 0.190
H 1.5874 3.0162 -2.7113 0.168
H -2.6762 1.4926 -1.6668 0.203
H -2.0132 2.3013 -3.1112 0.166
H -1.4631 2.7640 -1.4782 0.191
O -0.1467 1.3333 0.8044 -1.094
H 0.4684 1.7940 1.3863 0.469
S -0.3265 -0.6007 3.8428 -0.199
C 0.6928 0.7852 4.0171 -0.180
C 2.0950 0.6821 3.9824 -0.223
C 2.8356 1.7099 4.5530 -0.221
C 2.1475 2.8433 5.0592 -0.232
C 0.7588 3.0300 4.8525 -0.225
C 0.0417 2.0091 4.2452 -0.217
H 2.5328 -0.2028 3.5165 0.242
H 3.9230 1.6436 4.6140 0.210
H 2.7166 3.6329 5.5738 0.199
H 0.2357 3.9352 5.1542 0.209
H -1.0168 2.0803 3.9954 0.234
```

LUMO level	4.01	eV
total charge	-2
Kohn-Sham gap	3.5	eV
HOMO energy	0.474	eV
DFT total energy	-73216.385	eV
molar mass	486.48	Da